# 1
DFT (wB97M-V/def2-TZVPD) results for the molecule C5H7NO at a distorted geometry.

Energy relative to the best compared isomer or geometry (same formula, charge and spin) ... 4.388 eV

XYZ file:
```
14
Properties=species:S:1:pos:R:3:forces:R:3:mulliken_charge:R:1
H 2.343 1.408 1.352 0.1 1.5 -0.2 0.268
C 0.985 0.057 -0.007 -2.2 -0.2 1.4 -0.459
O 1.363 0.036 2.494 0.1 0.2 0.0 -0.222
C -0.766 -0.383 1.545 3.2 0.1 -0.6 -0.344
H 1.395 0.212 -1.001 0.1 -0.2 0.1 0.224
C -1.197 -0.641 -1.117 -0.6 1.7 -2.0 -0.963
C 2.043 0.402 1.282 -3.5 -2.7 -2.2 -0.387
H -2.081 0.135 -1.246 1.8 -1.5 0.1 0.228
H 2.930 -0.238 1.234 -0.2 0.1 -0.3 0.255
H -0.458 -0.549 -2.024 -1.6 -0.1 1.6 0.268
N 0.031 -0.263 2.565 -0.7 0.0 -0.6 -0.341
H -1.619 -0.803 1.909 -2.8 -0.7 0.5 0.475
C -0.407 -0.344 0.097 6.2 1.9 1.8 0.710
H -1.652 -1.631 -1.184 0.1 0.0 0.3 0.288
```
Forces are in eV/Å.

---

# 2
DFT (wB97M-V/def2-TZVPD) results for the molecule C5H7NO at a distorted geometry.

Energy relative to the best compared isomer or geometry (same formula, charge and spin) ... 4.506 eV

XYZ file:
```
14
Properties=species:S:1:pos:R:3:forces:R:3:mulliken_charge:R:1
H -0.767 1.057 1.037 -0.3 0.0 0.0 0.245
H 2.973 -0.904 0.668 0.6 -0.1 1.3 0.153
H -1.902 -1.189 0.953 0.2 0.0 -0.1 0.367
O 1.560 0.450 0.686 0.6 -1.4 -2.2 -0.191
C -0.694 0.427 0.148 -0.5 0.1 0.2 0.704
H 0.848 1.703 -0.813 -0.3 0.1 0.1 0.345
H -0.167 -1.354 1.286 -0.1 0.1 -0.1 0.360
H -0.801 -1.703 -0.337 0.0 0.2 0.1 0.343
C -0.901 -1.048 0.536 0.0 0.0 0.0 -1.338
N -2.464 1.205 -1.609 0.5 -0.2 0.4 -0.440
C 0.659 0.693 -0.452 -0.6 0.4 -0.1 -0.729
C -1.692 0.863 -0.823 -0.8 0.3 -0.5 0.036
H 0.840 -0.020 -1.291 0.0 0.6 0.8 0.396
C 2.509 -0.180 0.011 0.8 -0.1 0.1 -0.250
```
Forces are in eV/Å.

---

# 3
DFT (wB97M-V/def2-TZVPD) results for the molecule C5H7NO at a distorted geometry.

Energy relative to the best compared isomer or geometry (same formula, charge and spin) ... 2.814 eV

XYZ file:
```
14
Properties=species:S:1:pos:R:3:forces:R:3:mulliken_charge:R:1
C -0.956 -0.421 0.169 -2.5 1.1 2.0 0.438
H 2.819 1.515 0.093 -0.2 -0.2 0.1 0.241
H -1.357 1.442 1.475 -0.3 0.2 0.1 0.377
H -0.040 -2.279 0.570 0.0 0.1 -0.1 0.284
H -1.784 -2.207 0.870 0.2 -0.1 -0.1 0.333
C -0.510 0.657 -0.614 5.3 0.3 -2.3 -0.247
N 1.811 1.440 0.151 0.1 -0.1 0.2 -0.364
H 1.304 2.122 0.693 0.0 -0.2 -0.2 0.195
H -0.880 0.907 -1.596 -0.1 0.1 -0.4 0.312
H -1.170 -2.274 -0.796 0.1 0.0 0.1 0.301
C -0.985 -1.869 0.202 -0.5 -0.8 0.4 -1.051
C -1.197 0.809 0.631 -0.1 -2.4 1.1 -0.635
O 1.772 -0.330 -1.263 -0.6 0.1 0.6 -0.625
C 1.174 0.488 -0.584 -1.5 1.7 -1.6 0.441
```
Forces are in eV/Å.

---

# 4
DFT (wB97M-V/def2-TZVPD) results for the molecule C5H7NO.

Energy relative to the best compared isomer or geometry (same formula, charge and spin) ... 1.580 eV

XYZ file:
```
14
Properties=species:S:1:pos:R:3:forces:R:3:mulliken_charge:R:1
N 0.556 0.307 -1.619 -0.4 0.1 0.1 -0.573
H -1.535 0.551 1.375 0.0 -0.1 -0.1 0.260
H 1.018 1.387 0.834 0.0 -0.2 -0.1 0.263
H 2.123 0.046 1.418 -0.1 0.0 -0.1 0.273
C 1.045 -0.403 -0.479 0.1 -0.2 0.0 0.092
C 1.265 0.327 0.814 0.1 0.1 0.1 -0.792
O -1.599 0.518 -0.654 0.1 0.0 -0.1 -0.388
H 0.234 -1.602 1.214 0.0 0.2 -0.1 0.355
C -1.290 -0.158 0.575 0.1 -0.1 0.2 -0.450
C 0.134 -0.655 0.690 -0.1 -0.1 0.0 -0.153
C -0.657 0.665 -1.608 0.2 0.1 -0.1 0.026
H 1.769 -1.169 -0.742 -0.1 0.1 0.1 0.367
H -1.983 -1.003 0.646 0.1 0.1 -0.1 0.319
H -1.081 1.188 -2.464 0.0 -0.1 0.1 0.400
```
Forces are in eV/Å.

---

# 5
DFT (wB97M-V/def2-TZVPD) results for the molecule C5H7NO at a distorted geometry.

Energy relative to the best compared isomer or geometry (same formula, charge and spin) ... 1.854 eV

XYZ file:
```
14
Properties=species:S:1:pos:R:3:forces:R:3:mulliken_charge:R:1
H 1.153 -2.169 0.740 -0.1 0.1 -0.4 0.370
H -0.952 -1.149 1.723 0.1 0.2 -0.3 0.454
O -1.062 2.709 -0.402 0.1 -0.4 0.1 -0.524
N -1.218 0.879 1.035 0.2 0.6 0.5 -0.451
H -0.422 1.129 1.668 -1.3 0.6 0.1 0.304
C 1.166 -1.378 -0.019 0.8 0.1 -0.2 -1.186
H 1.766 -0.530 0.412 0.1 -0.9 -0.4 0.274
C -0.855 1.546 -0.189 -0.3 0.5 -0.2 0.361
H 1.618 -1.681 -0.957 0.4 -0.4 0.0 0.295
H -0.786 0.390 -2.006 0.0 0.0 0.1 0.258
H 0.789 0.953 -1.468 -0.2 -0.3 0.3 0.309
C -0.113 -0.674 -0.226 0.1 -0.1 0.5 0.476
C -0.170 0.543 -1.113 -0.2 0.0 0.1 -0.414
C -0.874 -0.497 0.851 0.3 0.1 -0.2 -0.524
```
Forces are in eV/Å.

---

# 6
DFT (wB97M-V/def2-TZVPD) results for a cluster of 3 separate species, C5H7NO in total at a distorted geometry.

Energy relative to the best compared isomer or geometry (same formula, charge and spin) ... 4.589 eV

XYZ file:
```
14
Properties=species:S:1:pos:R:3:forces:R:3:mulliken_charge:R:1
C 0.901 1.674 0.193 0.1 -0.1 0.3 -0.220
H 1.341 1.338 -0.764 0.0 0.0 0.2 0.320
H -0.963 -0.277 1.250 -0.1 0.0 -0.2 0.117
H -2.555 -0.905 0.599 0.2 0.1 0.0 0.213
H -1.655 1.363 -1.300 0.0 -0.2 0.0 0.439
H 2.225 -0.721 1.256 -0.1 -0.1 -0.1 0.334
H -0.399 -1.540 -1.499 -0.1 0.1 0.1 0.411
C -1.434 0.408 -0.849 0.1 -0.2 -0.2 -0.584
C 1.992 -1.500 0.552 -0.3 -0.7 -0.7 0.122
H 0.146 2.478 0.122 0.1 -0.1 0.0 0.295
C -0.928 -0.780 -0.945 -0.1 0.2 -0.1 -0.234
C -1.583 -0.463 0.366 -0.1 -0.1 0.3 -0.335
O 1.223 1.205 1.259 -0.1 0.3 -0.5 -0.450
N 1.687 -2.280 -0.242 0.4 0.7 0.8 -0.428
```
Forces are in eV/Å.

---

# 7
DFT (wB97M-V/def2-TZVPD) results for the molecule C5H7NO at a distorted geometry.

Energy relative to the best compared isomer or geometry (same formula, charge and spin) ... 3.654 eV

XYZ file:
```
14
Properties=species:S:1:pos:R:3:forces:R:3:mulliken_charge:R:1
N 2.220 -0.834 0.464 -1.2 0.7 1.0 -0.642
C 1.564 0.023 -0.223 0.6 -3.7 -3.7 0.032
C 0.253 -0.437 -1.019 1.8 0.7 1.1 -0.628
C -1.975 -0.158 0.265 -0.1 0.3 0.2 -1.216
H -2.584 -0.366 -0.614 -0.1 0.1 0.0 0.323
H 0.315 -0.113 -2.055 -0.1 -0.3 -0.2 0.268
H 0.038 -1.500 -0.898 0.2 0.0 -0.1 0.287
O 0.188 1.988 1.529 1.0 -1.0 -1.0 -0.435
H 2.885 -0.427 1.120 0.6 0.2 -0.6 0.264
H -1.852 -1.100 0.802 0.0 -0.1 0.0 0.302
H -2.482 0.548 0.918 -0.2 0.0 0.0 0.359
H 1.996 0.832 -0.830 0.0 1.1 1.4 0.396
C 0.083 1.147 0.705 -3.7 1.6 1.2 0.310
C -0.648 0.395 -0.166 1.3 0.2 0.6 0.379
```
Forces are in eV/Å.

---

# 8
DFT (wB97M-V/def2-TZVPD) results for the molecule C5H7NO.

Energy relative to the best compared isomer or geometry (same formula, charge and spin) ... 3.452 eV

XYZ file:
```
14
Properties=species:S:1:pos:R:3:forces:R:3:mulliken_charge:R:1
H 0.725 -1.768 0.523 -0.1 0.0 -0.1 0.237
N -1.235 0.398 -0.241 -0.2 0.2 0.1 -0.557
C -1.260 -0.701 0.779 -0.1 -0.1 0.3 -0.396
H -0.983 -0.348 1.777 0.0 -0.1 -0.1 0.260
H 2.388 1.377 -0.908 0.1 0.1 0.1 0.300
H 0.581 2.497 0.946 0.0 0.0 -0.2 0.370
H -0.630 -2.458 -0.410 0.0 0.1 0.0 0.267
H -2.252 -1.157 0.813 0.2 0.1 0.0 0.284
C 0.907 1.773 0.206 -0.4 -0.1 0.0 0.005
O 2.214 1.944 -0.144 0.1 -0.2 -0.2 -0.515
C -0.213 -1.539 0.009 0.1 -0.1 0.0 -0.542
H -0.185 -0.484 -2.075 0.0 0.1 0.2 0.345
C 0.105 0.848 -0.284 0.2 0.1 0.1 0.213
C -0.163 -0.381 -0.992 0.2 -0.1 -0.3 -0.273
```
Forces are in eV/Å.

---

# 9
DFT (wB97M-V/def2-TZVPD) results for the molecule C5H7NO.

Energy relative to the best compared isomer or geometry (same formula, charge and spin) ... 4.864 eV

XYZ file:
```
14
Properties=species:S:1:pos:R:3:forces:R:3:mulliken_charge:R:1
H -0.334 0.475 -1.913 -0.2 -0.2 0.0 0.398
H 1.183 -1.647 1.356 0.0 0.0 -0.1 0.310
H -0.208 2.437 0.156 -0.3 0.6 -0.1 0.360
O -0.730 0.168 1.331 0.1 0.0 0.0 -0.308
C 0.185 -1.357 -0.625 0.0 -0.1 0.0 -0.577
C -0.416 0.000 -0.941 -0.1 0.0 -0.1 -0.126
C -0.920 0.725 0.085 0.4 0.0 -0.4 0.479
H 0.662 -1.807 -1.497 0.0 0.1 0.1 0.288
H -0.593 -2.044 -0.281 0.1 0.1 -0.1 0.222
C 1.169 -0.981 0.487 0.0 0.0 0.0 -0.404
H 2.190 -0.869 0.105 -0.2 -0.1 0.1 0.322
C 0.659 0.393 0.921 0.3 -0.3 0.4 -0.540
N -1.166 2.105 -0.005 0.1 0.0 0.2 -0.732
H -1.678 2.402 0.822 -0.1 -0.1 -0.1 0.309
```
Forces are in eV/Å.

---

# 10
DFT (wB97M-V/def2-TZVPD) results for the molecule C5H7NO at a distorted geometry.

Energy relative to the best compared isomer or geometry (same formula, charge and spin) ... 2.467 eV

XYZ file:
```
14
Properties=species:S:1:pos:R:3:forces:R:3:mulliken_charge:R:1
O 1.410 1.461 -0.868 -0.6 1.0 1.1 -0.224
N -1.854 0.029 -0.823 -0.1 0.0 0.1 -0.508
H -2.170 -0.904 -0.607 0.2 0.1 0.1 0.227
C -0.533 0.364 -0.631 0.2 0.3 -0.2 0.649
C 0.350 -1.416 1.187 0.0 0.1 0.0 -1.135
C 0.055 1.482 -1.228 -0.1 -0.3 0.1 -0.638
H -2.236 0.395 -1.684 0.0 -0.1 0.2 0.255
C 1.510 0.612 0.135 0.3 -0.6 0.4 -0.501
H -0.620 -1.922 1.138 0.1 0.2 0.0 0.291
H -0.243 2.472 -0.888 -0.8 0.2 -1.4 0.162
H 2.267 0.927 0.838 0.7 -1.1 -0.1 0.365
H 0.509 -1.120 2.231 -0.1 0.0 -0.2 0.288
H 1.121 -2.154 0.934 -0.2 0.1 0.0 0.288
C 0.433 -0.224 0.265 0.3 0.2 -0.1 0.482
```
Forces are in eV/Å.

---

# 11
DFT (wB97M-V/def2-TZVPD) results for the molecule C5H7NO at a distorted geometry.

Energy relative to the best compared isomer or geometry (same formula, charge and spin) ... 5.203 eV

XYZ file:
```
14
Properties=species:S:1:pos:R:3:forces:R:3:mulliken_charge:R:1
H 1.137 -1.928 0.605 1.4 -2.4 1.0 0.507
C 0.847 -1.130 0.049 -2.1 5.5 -2.4 -0.416
N -1.530 -0.497 0.469 -3.0 -1.2 -2.3 -0.616
H -2.053 0.764 -1.162 3.2 -0.5 1.1 0.299
H 0.704 1.912 -0.715 -1.5 -1.7 -0.5 0.350
H 1.673 0.313 1.536 -0.7 0.8 -2.1 0.343
C 1.119 0.280 0.523 -0.1 -1.6 -0.6 -0.135
C -1.074 0.437 -0.533 -3.0 -2.1 -1.9 -0.096
C -0.566 -0.996 -0.479 -1.6 -1.7 -4.0 -0.196
H -0.976 -1.617 -1.314 0.6 0.0 1.1 0.384
H -0.170 2.023 0.676 -0.4 -1.7 -0.9 0.246
H -0.901 -0.527 1.152 2.1 0.9 5.0 0.376
C 0.052 1.164 -0.126 3.8 8.2 4.8 -0.623
O 1.738 -0.197 -0.681 1.2 -2.5 1.7 -0.423
```
Forces are in eV/Å.

---

# 12
DFT (wB97M-V/def2-TZVPD) results for the molecule C5H7NO at a distorted geometry.

Energy relative to the best compared isomer or geometry (same formula, charge and spin) ... 2.382 eV

XYZ file:
```
14
Properties=species:S:1:pos:R:3:forces:R:3:mulliken_charge:R:1
C 1.259 1.368 0.412 0.3 0.3 -0.5 -1.039
H 1.341 1.834 -0.627 0.5 1.4 2.1 0.308
H -1.173 -2.166 1.563 0.0 0.1 0.0 0.247
H -1.391 -2.144 -1.192 -0.2 -0.1 0.1 0.411
O -0.692 -0.354 -1.934 -0.8 0.0 0.1 -0.328
H 1.169 1.896 1.378 0.0 0.3 -0.8 0.311
C -0.084 0.695 -1.362 -0.8 -0.2 0.0 -0.654
C -0.563 -0.705 0.301 0.3 -0.3 -0.4 0.497
H -0.144 -1.059 2.251 0.0 0.0 0.0 0.239
H 2.231 0.877 0.374 -0.1 -0.6 0.5 0.272
C 0.149 0.490 -0.032 -0.1 -0.1 -0.6 0.589
H -0.262 1.668 -1.799 0.8 -0.2 -0.6 0.348
C -0.961 -1.203 -0.906 -0.3 -0.5 0.2 -0.645
N -0.880 -1.197 1.573 0.3 -0.2 0.0 -0.555
```
Forces are in eV/Å.

---

Question: Number 11 is which compound?
Answer: C5H7NO